*one*
Formula: C5H14S
Source: the OMol25 dataset
Level of theory: ωB97M-V/def2-TZVPD

Element x y z (Å)
C  0.5365  0.3191  -2.4322
C  -0.4519  -0.7891  -2.2148
C  -0.1433  1.7333  -2.6316
H  1.2333  0.0841  -3.1476
H  1.2032  0.3585  -1.5318
H  -0.1520  -1.6256  -2.9584
H  -0.6306  -1.3366  -1.2666
H  -1.2668  1.5088  -2.6164
H  -1.5121  -0.4933  -2.5692
H  0.2772  2.2665  -3.4360
H  -0.1207  2.3304  -1.7295
C  0.0028  0.0953  4.1854
C  0.3195  -1.0425  1.7240
S  1.3296  -0.4191  3.0539
H  0.1869  1.0681  4.6160
H  -0.9778  0.2399  3.6390
H  0.0016  -0.6809  4.9804
H  -0.5271  -1.6230  2.0199
H  0.8678  -1.7155  1.1310
H  -0.1760  -0.2784  1.1844

charge = 0
HOMO energy = -8.466 eV
multiplicity = 1
SMILES string = CCC.CSC
HOMO-LUMO gap = 0.3479 hartree


*two*
Formula: C5H14S
Source: the OMol25 dataset
Level of theory: ωB97M-V/def2-TZVPD

Element x y z (Å)
C  -2.5780  -0.9993  1.3161
C  -1.4993  -0.8063  2.4820
H  -2.0675  -1.4634  0.3644
H  -3.4675  -1.6318  1.5069
H  -2.8697  -0.0667  0.9527
H  -0.9613  0.0647  2.1434
H  -0.8792  -1.6782  2.9116
H  -2.0660  -0.5580  3.4252
C  0.7532  0.6179  -0.1382
C  0.6341  1.8170  -1.0953
C  2.4963  -0.5519  -2.2548
S  2.4509  -0.0998  -0.3737
H  0.6478  0.8665  0.8914
H  -0.1303  -0.1685  -0.1691
H  -0.3561  2.1094  -1.3102
H  1.0078  1.7193  -2.2248
H  1.9304  0.2444  -2.8695
H  3.5780  -0.5605  -2.5518
H  2.2070  -1.5223  -2.3816
H  1.1693  2.6677  -0.6246

charge = 0
HOMO energy = -8.549 eV
multiplicity = 1
SMILES string = CCSC.CC
HOMO-LUMO gap = 0.3497 hartree


Energies in kJ/mol, measured from the most stable structure: *one* 0.0; *two* 35.5.


*one*
Formula: C14H22GeIN4O3PdS3
Source: the OMol25 dataset
Level of theory: ωB97M-V/def2-TZVPD

Element x y z (Å)
Pd  -0.4513  0.3804  0.1375
N  -4.5623  -0.6436  1.3326
C  -3.3534  -0.0978  1.4112
N  -2.7038  -0.0711  2.5512
S  -2.7579  0.6517  -0.0388
H  -4.9932  -1.0809  2.1308
H  -4.9631  -0.8138  0.4263
H  -2.9925  -0.6593  3.3176
H  -1.7946  0.3917  2.6166
N  -1.0206  3.5916  2.3353
C  -0.0772  2.6990  2.6944
O  -0.3031  1.4967  2.7706
C  1.2971  3.2413  2.9806
I  2.2671  3.7131  1.1351
H  -1.9547  3.2661  2.1460
H  -0.8282  4.5775  2.2985
H  1.8896  2.4743  3.4654
H  1.2791  4.1572  3.5636
C  0.1304  3.3976  -3.7167
Ge  -0.0036  1.6219  -2.9356
C  -1.5141  0.5808  -3.5799
C  1.6698  0.6146  -2.9675
C  -0.2597  1.8328  -0.9655
H  0.3372  3.3110  -4.7834
H  0.9401  3.9630  -3.2565
H  -0.7999  3.9509  -3.5943
H  -1.3519  0.3462  -4.6322
H  -2.4480  1.1338  -3.4916
H  -1.5998  -0.3520  -3.0233
H  2.0729  0.6329  -3.9799
H  1.4844  -0.4185  -2.6758
H  2.4069  1.0390  -2.2877
H  -0.1270  2.7917  -0.4479
O  2.1465  -0.8618  2.6504
S  1.4984  -1.1132  1.4088
O  1.6318  -0.0162  0.3985
N  -0.1189  -1.3530  1.4352
C  -0.4442  -2.5980  0.9524
S  -1.9749  -3.1429  0.7625
C  0.7652  -3.3862  0.5802
C  0.8234  -4.6891  0.1119
C  2.0682  -5.2222  -0.1889
C  3.2362  -4.4789  -0.0212
C  3.1883  -3.1767  0.4558
C  1.9360  -2.6632  0.7308
H  -0.0870  -5.2603  -0.0080
H  2.1375  -6.2374  -0.5556
H  4.1921  -4.9260  -0.2577
H  4.0866  -2.5944  0.6084

charge = +1
HOMO energy = -11.114 eV
multiplicity = 1
HOMO-LUMO gap = 0.2375 hartree


*two*
Formula: C14H22GeIN4O3PdS3
Source: the OMol25 dataset
Level of theory: ωB97M-V/def2-TZVPD

Element x y z (Å)
Pd  0.2979  -0.8448  -0.4511
N  4.7739  -1.8123  -0.9609
C  3.6322  -1.2104  -0.6247
N  3.6602  0.0753  -0.3142
S  2.2162  -2.1704  -0.5797
H  5.6556  -1.3279  -0.9522
H  4.7609  -2.7800  -1.2311
H  4.4690  0.6455  -0.5079
H  2.8037  0.5798  -0.1459
N  -2.1601  -2.9887  -1.2341
C  -2.5821  -2.7079  -0.0334
O  -1.7867  -2.4122  0.9142
C  -4.0264  -2.6826  0.3488
I  -5.3560  -3.6129  -1.0108
H  -1.1845  -2.8397  -1.4678
H  -2.8240  -3.2078  -1.9640
H  -4.3182  -1.6364  0.4341
H  -4.1362  -3.1520  1.3220
C  -0.8748  -2.5122  3.9940
Ge  0.0490  -1.3683  2.7132
C  -0.7208  0.4229  2.6619
C  1.9657  -1.3201  3.0502
C  -0.2991  -2.1591  0.8779
H  -0.7791  -2.0942  4.9964
H  -0.4392  -3.5116  4.0014
H  -1.9347  -2.5936  3.7572
H  -0.0938  1.0957  2.0748
H  -0.7985  0.8193  3.6750
H  -1.7149  0.4158  2.2150
H  2.1487  -1.0768  4.0970
H  2.4552  -0.5665  2.4335
H  2.4205  -2.2877  2.8380
H  0.1155  -3.1663  0.7677
O  2.4278  1.9695  -3.2295
S  1.6501  2.2233  -2.0609
O  2.3299  2.5281  -0.8277
N  0.6078  0.9454  -1.7545
C  -0.6278  1.3763  -1.6670
S  -1.7471  0.2929  -0.9847
C  -0.8571  2.7806  -2.0468
C  -2.0421  3.4867  -2.1369
C  -1.9733  4.8177  -2.5296
C  -0.7520  5.4194  -2.8181
C  0.4422  4.7114  -2.7203
C  0.3527  3.3935  -2.3316
H  -2.9880  3.0130  -1.9102
H  -2.8819  5.3979  -2.6146
H  -0.7307  6.4571  -3.1224
H  1.3939  5.1753  -2.9399

charge = +1
HOMO energy = -11.510 eV
multiplicity = 1
HOMO-LUMO gap = 0.3107 hartree


Energies in kJ/mol, measured from the most stable structure: *one* 179.1; *two* 0.0.


*one*
Formula: C2H3OP
Source: the OMol25 dataset
Level of theory: ωB97M-V/def2-TZVPD

Element x y z (Å)
C  -1.0367  -1.1035  0.2585
C  -0.2917  -0.1109  -0.4802
O  -1.4675  -2.4587  0.2291
P  -1.1229  0.4470  1.1267
H  0.7838  -0.2185  -0.5503
H  -0.7447  0.2557  -1.3951
H  -0.0528  0.0993  1.9646

charge = 0
HOMO energy = -9.600 eV
multiplicity = 1
SMILES string = O=C1CP1
HOMO-LUMO gap = 0.3371 hartree


*two*
Formula: C2H3OP
Source: the OMol25 dataset
Level of theory: ωB97M-V/def2-TZVPD

Element x y z (Å)
C  -0.2050  -0.3263  0.3384
C  0.1290  0.9204  -0.0628
O  0.2392  -1.4881  -0.2598
P  -1.2114  1.8706  0.2914
H  -0.7204  -0.4301  1.3113
H  0.7469  0.8749  -0.8706
H  1.0217  -1.4214  -0.7480

charge = 0
HOMO energy (spin up / spin down) = -7.291 / -7.528 eV
multiplicity = 1
HOMO-LUMO gap (spin up / spin down) = 0.2473 / 0.2528 hartree


Energies in kJ/mol, measured from the most stable structure: *one* 0.0; *two* 30.4.


*one*
Formula: C22H29N3O5
Source: the OMol25 dataset
Level of theory: ωB97M-V/def2-TZVPD

Element x y z (Å)
C  3.1369  0.2120  0.0186
N  3.2678  1.2849  0.9795
C  4.4721  2.0827  0.9285
C  4.2940  3.3614  1.7099
C  3.7678  3.1036  3.0906
N  2.6722  2.1466  3.0782
C  2.0996  1.9306  4.3971
C  0.9801  0.9215  4.3404
C  0.3228  0.8061  2.9773
N  1.2374  0.6579  1.8675
C  2.3531  1.3525  1.9970
H  2.3215  -0.4380  0.3487
H  2.8950  0.6332  -0.9631
H  4.0773  -0.3525  -0.0538
H  5.3309  1.5173  1.3477
H  4.6660  2.3280  -0.1251
H  5.2779  3.8287  1.8107
H  3.6213  4.0614  1.2033
H  4.5721  2.7297  3.7468
H  3.4184  4.0513  3.5300
H  2.8631  1.5543  5.1064
H  1.7423  2.8923  4.7993
H  1.3879  -0.0400  4.6666
H  0.1947  1.2056  5.0416
H  -0.3110  -0.0939  2.9529
H  -0.2937  1.7169  2.8001
C  -1.7724  1.4910  -6.3764
O  -0.6985  1.7128  -5.4127
C  -0.5144  0.9164  -4.3389
C  0.4148  1.3715  -3.3556
C  0.3142  0.9051  -2.0595
C  -0.6234  -0.1207  -1.7111
C  -0.9046  -0.5686  -0.3561
C  -1.8797  -1.5364  -0.0894
C  -1.6725  -2.6190  0.8927
O  -0.6297  -2.7256  1.4940
O  -2.6872  -3.5356  1.1228
C  -3.8070  -3.5772  0.2058
C  -3.4012  -4.3022  -1.0698
C  -4.9768  -4.2899  0.8942
O  -4.2571  -2.2421  -0.0808
C  -3.2917  -1.3517  -0.5414
O  -3.6394  -0.4288  -1.2444
C  -1.2881  -0.7464  -2.8080
C  -1.2488  -0.2764  -4.1068
H  -1.7295  2.4149  -6.9561
H  -1.5311  0.6198  -6.9994
H  -2.7568  1.3660  -5.9001
H  1.1147  2.1549  -3.6471
H  0.9513  1.3230  -1.2790
H  -0.3803  -0.1400  0.5138
H  -2.5310  -3.8216  -1.5372
H  -3.1467  -5.3407  -0.8159
H  -4.2425  -4.3057  -1.7773
H  -5.2745  -3.7544  1.7981
H  -5.8356  -4.3272  0.2168
H  -4.6854  -5.3098  1.1577
H  -1.9003  -1.6106  -2.5759
H  -1.8563  -0.7987  -4.8539

charge = 0
HOMO energy = -7.790 eV
multiplicity = 1
SMILES string = COc1ccc(C=C2C(=O)OC(C)(C)OC2=O)cc1.CN1CCCN2CCCN=C12
HOMO-LUMO gap = 0.2530 hartree


*two*
Formula: C22H29N3O5
Source: the OMol25 dataset
Level of theory: ωB97M-V/def2-TZVPD

Element x y z (Å)
C  2.3439  -3.9539  0.4313
H  1.5090  -4.6441  0.4923
H  3.2660  -4.5207  0.5284
H  2.3360  -3.4663  -0.5411
C  2.2618  -2.9091  1.5499
N  0.9586  -2.1947  1.4712
C  -0.1787  -2.9110  1.5909
O  -0.2106  -4.1116  1.7833
C  -1.5332  -2.1719  1.5826
H  -2.2948  -2.9580  1.5579
H  -1.6385  -1.5954  2.5072
O  -1.7673  -1.2629  0.5097
C  -2.4514  -1.7173  -0.5412
O  -2.8218  -2.8456  -0.6921
C  -2.6997  -0.6110  -1.5619
N  -2.5900  0.7050  -0.9935
C  -1.7496  1.6773  -1.4501
O  -1.0283  1.5968  -2.4112
C  -1.9274  2.8779  -0.5259
N  -2.9309  2.3858  0.3848
C  -3.3363  1.1236  0.1217
O  -4.1629  0.4691  0.6968
H  -3.3349  2.9401  1.1196
C  -2.3584  4.1398  -1.3032
H  -3.4380  4.2768  -1.2656
C  -1.5780  5.2844  -0.6626
C  -0.2312  4.6376  -0.3570
H  0.3633  5.2100  0.3528
C  -0.6082  3.2597  0.1867
H  0.1655  2.5176  -0.0024
H  -0.7928  3.3049  1.2611
H  0.3376  4.5239  -1.2797
H  -1.4923  6.1445  -1.3234
H  -2.0615  5.6043  0.2621
H  -2.0550  4.0232  -2.3446
H  -3.6965  -0.7723  -1.9852
H  -1.9530  -0.6810  -2.3599
C  0.9487  -0.7702  1.2137
C  1.2226  -0.4146  -0.2312
C  0.7796  -1.2234  -1.2683
C  1.0128  -0.8663  -2.5847
C  1.6857  0.3055  -2.8811
C  2.1358  1.1148  -1.8533
C  1.9098  0.7539  -0.5370
H  2.2798  1.3800  0.2647
H  2.6653  2.0296  -2.0750
H  1.8570  0.5877  -3.9081
H  0.6636  -1.5065  -3.3817
H  0.2556  -2.1424  -1.0484
H  1.6847  -0.2819  1.8571
H  -0.0270  -0.3634  1.4850
C  3.4494  -1.9568  1.3909
H  3.3991  -1.3998  0.4595
H  4.3577  -2.5541  1.3739
H  3.5306  -1.2638  2.2251
C  2.3695  -3.5789  2.9251
H  3.3434  -4.0493  3.0292
H  2.2535  -2.8388  3.7146
H  1.6021  -4.3369  3.0401

charge = 0
HOMO energy = -9.152 eV
multiplicity = 1
SMILES string = CC(C)(C)N(Cc1ccccc1)C(=O)COC(=O)CN1C(=O)NC2(CCCC2)C1=O
HOMO-LUMO gap = 0.3562 hartree


Energies in kJ/mol, measured from the most stable structure: *one* 407.4; *two* 0.0.


*one*
Formula: H42O21
Source: the OMol25 dataset
Level of theory: ωB97M-V/def2-TZVPD

Element x y z (Å)
O  -3.9568  -1.4775  -1.7792
H  -3.0403  -1.1731  -1.8783
H  -4.3486  -0.5775  -1.7558
O  -1.2026  -3.8700  -0.9794
H  -0.7677  -3.1017  -1.3712
H  -1.8073  -4.2615  -1.6220
O  4.2388  -1.9183  -0.8783
H  5.0363  -2.4061  -1.0989
H  3.5870  -2.5792  -1.1212
O  2.2551  1.0745  3.5120
H  2.2623  0.4440  4.2345
H  2.0584  0.5074  2.7663
O  -0.6956  -2.1105  1.1146
H  0.0653  -2.6217  0.8109
H  -1.5720  -2.5519  1.0157
O  -3.5951  -1.9339  0.8817
H  -3.7049  -1.8776  -0.0785
H  -3.1349  -1.1075  1.1086
O  2.2721  -2.5916  1.6714
H  3.0452  -2.0306  1.7332
H  2.7837  -3.4298  1.5845
O  2.0295  1.1127  -2.3477
H  1.8670  0.8323  -1.4279
H  1.8291  0.2326  -2.7737
O  -4.4765  1.4682  -1.0536
H  -3.9781  2.1001  -1.6023
H  -3.7463  1.3497  -0.4113
O  -1.2415  3.9088  -1.3725
H  -0.3799  3.5259  -1.7186
H  -0.8680  4.7325  -1.0122
O  0.4947  3.0724  -3.3875
H  0.8893  2.2445  -3.0749
H  1.1655  3.6830  -3.6835
O  -1.7107  1.5882  3.6845
H  -1.6521  0.9009  4.3486
H  -2.3743  2.2373  3.9528
O  1.2278  -1.8516  -2.2213
H  1.8570  -1.5763  -1.5102
H  0.5533  -2.1429  -1.5089
O  4.0415  -0.2157  1.3869
H  4.3856  -0.8466  0.7773
H  4.6756  0.3878  1.7588
O  -2.7268  3.2964  0.7872
H  -2.4010  4.2059  1.0392
H  -2.4111  3.4252  -0.1623
O  -1.8622  0.7412  0.3030
H  -2.2211  1.3934  0.9308
H  -1.6811  1.0585  -0.5767
O  -0.9192  -1.0341  -1.2922
H  -0.6185  -1.1769  -0.3756
H  -0.4455  -0.6040  -1.9980
O  0.2033  4.2678  0.9734
H  0.9940  4.5830  1.4138
H  0.1965  3.4245  0.5262
O  0.1246  -0.0012  2.4847
H  -0.3991  -0.7370  2.1265
H  -0.4518  0.7686  2.5540
O  1.3429  0.5374  0.2441
H  2.2610  0.6269  0.5165
H  0.6326  0.3355  0.9177
O  2.3317  -4.1784  -1.5049
H  1.4565  -4.1152  -1.0976
H  2.2274  -3.9671  -2.4835

charge = 0
HOMO energy = -10.605 eV
multiplicity = 1
HOMO-LUMO gap = 0.3856 hartree


*two*
Formula: H42O21
Source: the OMol25 dataset
Level of theory: ωB97M-V/def2-TZVPD

Element x y z (Å)
O  1.4064  -2.7532  0.0842
H  1.7359  -2.6288  0.9923
H  2.0426  -2.0434  -0.2232
O  0.4668  0.0974  -2.4520
H  0.7550  -0.2775  -1.5824
H  -0.4571  0.4178  -2.3048
O  -2.2116  -4.1567  1.6717
H  -1.9553  -3.5412  2.3433
H  -1.5940  -4.9013  1.7433
O  -4.2059  0.2488  3.2199
H  -4.5538  -0.3177  2.4841
H  -3.3281  0.6555  3.1455
O  -3.0644  -1.2372  1.6404
H  -3.3979  -2.0991  1.5518
H  -2.3608  -1.0933  1.0450
O  -3.3493  3.2639  -2.8556
H  -2.7188  3.2947  -2.1481
H  -3.6001  2.3717  -3.1706
O  1.9445  -2.1146  -3.4575
H  1.5231  -2.6625  -2.8187
H  1.4085  -1.3372  -3.4510
O  -0.7251  2.2430  4.0214
H  -0.8231  3.0570  3.5892
H  0.0089  2.2183  4.6612
O  2.1223  -0.6637  1.9870
H  2.7842  -0.6165  1.3111
H  2.1055  0.3553  2.1625
O  1.6925  1.8384  3.7499
H  1.2376  2.6575  3.3774
H  0.9966  1.2984  3.3466
O  2.9868  0.5253  -1.4762
H  2.2034  1.2291  -1.7617
H  2.9639  0.1729  -2.3871
O  4.5032  -1.3167  0.0531
H  4.8622  -1.3439  -0.8134
H  5.0763  -1.2088  0.6906
O  -1.4687  0.7184  0.4426
H  -1.3452  -0.1400  0.0160
H  -1.3925  0.5941  1.4036
O  -1.4563  1.2000  -3.9479
H  -1.6898  2.0814  -4.3411
H  -1.2236  0.6320  -4.6898
O  1.6932  2.2662  1.0405
H  1.3692  2.8175  0.1409
H  2.4805  1.8820  0.7337
O  -2.4057  -3.5853  -2.1356
H  -2.1264  -4.3052  -1.6037
H  -2.1589  -4.0698  -2.9603
O  -1.9289  3.5450  1.3438
H  -1.1537  3.0291  1.1593
H  -2.6311  3.0859  1.7893
O  1.3982  2.8641  -2.0684
H  1.6587  3.7468  -2.1659
H  1.6276  2.3958  -2.9537
O  -0.9815  -1.6618  -0.4200
H  -0.9491  -1.6993  -1.3223
H  0.0075  -1.6524  -0.2443
O  0.8579  -2.2541  4.0071
H  1.5729  -1.9164  4.5449
H  0.1222  -1.7525  4.2656
O  2.2208  1.0193  -4.0867
H  3.0786  0.6728  -4.2431
H  1.6178  0.3278  -4.3169

charge = 0
HOMO energy = -9.999 eV
multiplicity = 1
HOMO-LUMO gap = 0.3580 hartree


Energies in kJ/mol, measured from the most stable structure: *one* 0.0; *two* 334.6.